1.
ORCA calculation (the ωB97M-V functional and the def2-TZVPD basis) on the molecule C9H8ClNS at a distorted geometry.

Summary:
SMILES   NCc1csc2ccc(Cl)cc12
Largest force on an atom   4.15 eV/A
Energy relative to the best compared isomer or geometry (same formula, charge and spin)   0.919 eV
Lowest unoccupied orbital energy   0.0237 Ha
Spin multiplicity   1
HOMO-LUMO gap   8.92 eV

Last columns: bonded neighbours and bond lengths (Å).
Geometry (Å):
1 N 0.92342 2.58455 -0.45342  C2 1.462, H13 1.124, H14 1.089
2 C 1.69206 1.65904 0.37667  N1 1.462, C3 1.532, H15 1.129, H16 1.099
3 C 1.26303 0.21818 0.08448  C2 1.532, C4 1.375, C12 1.454
4 C 2.25305 -0.72524 -0.05492  C3 1.375, S5 1.796, H17 1.103
5 S 1.55571 -2.37838 -0.12429  C4 1.796, C6 1.789
6 C -0.08989 -1.71069 0.08823  S5 1.789, C7 1.393, C12 1.393
7 C -1.21337 -2.51513 -0.08844  C6 1.393, C8 1.398, H18 1.105
8 C -2.46235 -1.88917 -0.02935  C7 1.398, C9 1.427, H19 1.060
9 C -2.46372 -0.46430 0.04081  C8 1.427, Cl10 1.713, C11 1.386
10 Cl -3.99224 0.30383 -0.04946  C9 1.713
11 C -1.34635 0.35082 0.13271  C9 1.386, C12 1.427, H20 1.073
12 C -0.08859 -0.31778 0.05400  C3 1.454, C6 1.393, C11 1.427
13 H 1.51927 2.68550 -1.40094  N1 1.124
14 H 0.78225 3.60555 -0.10153  N1 1.089
15 H 2.81605 1.74474 0.31669  C2 1.129
16 H 1.44148 1.88395 1.42297  C2 1.099
17 H 3.34279 -0.55842 -0.08527  C4 1.103
18 H -1.12824 -3.61666 -0.12093  C7 1.105
19 H -3.44703 -2.28090 -0.05487  C8 1.060
20 H -1.35730 1.42050 0.04688  C11 1.073



2.
ORCA calculation (the ωB97M-V functional and the def2-TZVPD basis) on the molecule C9H8F3I at a distorted geometry.

Summary:
SMILES   FC(F)(F)c1ccccc1CCI
Largest force on an atom   3.99 eV/A
Energy relative to the best compared isomer or geometry (same formula, charge and spin)   1.063 eV
Lowest unoccupied orbital energy   0.0119 Ha
Spin multiplicity   1
HOMO-LUMO gap   9.76 eV

Last columns: bonded neighbours and bond lengths (Å).
Geometry (Å):
1 F 3.54938 0.10177 1.91789  C2 1.306
2 C 2.74686 0.78853 1.15032  F1 1.306, F3 1.342, F4 1.385, C5 1.576
3 F 2.37972 1.79864 1.95371  C2 1.342
4 F 3.43607 1.22138 0.02938  C2 1.385
5 C 1.42404 0.03130 0.74966  C2 1.576, C6 1.496, C10 1.432
6 C 1.48307 -1.46315 0.71466  C5 1.496, C7 1.414, H14 1.103
7 C 0.31176 -2.20105 0.42642  C6 1.414, C8 1.375, H15 1.083
8 C -0.73286 -1.56322 -0.19937  C7 1.375, C9 1.428, H16 1.108
9 C -0.84881 -0.14179 -0.27805  C8 1.428, C10 1.419, H17 1.098
10 C 0.25659 0.62613 0.17270  C5 1.432, C9 1.419, C11 1.546
11 C 0.21922 2.16028 -0.01270  C10 1.546, C12 1.537, H18 1.119, H19 1.074
12 C -0.57298 2.66911 1.20205  C11 1.537, I13 2.179, H20 1.073, H21 1.024
13 I -1.14856 4.76747 1.08246  C12 2.179
14 H 2.36561 -2.09090 0.92567  C6 1.103
15 H 0.21290 -3.26368 0.61353  C7 1.083
16 H -1.42818 -2.26975 -0.69450  C8 1.108
17 H -1.70167 0.36700 -0.74698  C9 1.098
18 H -0.34706 2.39883 -0.94752  C11 1.119
19 H 1.15362 2.66537 -0.16957  C11 1.074
20 H -1.45956 2.07353 1.10103  C12 1.073
21 H -0.18643 2.43693 2.12193  C12 1.024



3.
ORCA calculation (the ωB97M-V functional and the def2-TZVPD basis) on a cluster of 2 separate species, C9H8F3O in total at a distorted geometry.

Summary:
Largest force on an atom   5.23 eV/A
Lowest unoccupied orbital energy (spin up / spin down)   -0.2182 / -0.2182 Ha
Spin multiplicity   1
HOMO-LUMO gap (spin up / spin down)   7.62 / 7.62 eV
Net charge   +1

Last columns: bonded neighbours and bond lengths (Å).
Geometry (Å):
1 C -3.68308 0.83232 0.01591  C2 1.410, C3 1.400, H14 1.063
2 C -2.70598 1.84003 0.15170  C1 1.410, C4 1.447, H15 1.049
3 C -3.36469 -0.48561 -0.33369  C1 1.400, C5 1.400, H16 1.162
4 C -1.31087 1.50410 -0.03721  C2 1.447, C6 1.326, H17 1.021
5 C -2.01912 -0.83908 -0.49416  C3 1.400, C6 1.358, H18 1.087
6 C -1.19138 0.23305 -0.39439  C4 1.326, C5 1.358
7 C 1.58940 -0.40838 -0.16181  C9 1.545, O10 1.221
8 C 3.28226 -1.97632 0.60180  O10 1.410, H19 1.010, H20 1.127, H21 1.128
9 C 2.48191 0.85212 -0.14176  C7 1.545, F11 1.328, F12 1.319, F13 1.396
10 O 2.03169 -1.50127 0.15517  C7 1.221, C8 1.410
11 F 2.83038 1.17275 -1.38225  C9 1.328
12 F 1.91748 1.88938 0.44641  C9 1.319
13 F 3.64105 0.58640 0.59006  C9 1.396
14 H -4.72450 1.04357 0.04415  C1 1.063
15 H -3.02435 2.83880 0.19064  C2 1.049
16 H -4.16394 -1.24192 -0.70856  C3 1.162
17 H -0.47855 2.02832 0.23536  C4 1.021
18 H -1.80833 -1.72039 -1.09411  C5 1.087
19 H 4.03985 -1.76454 -0.03202  C8 1.010
20 H 3.36099 -1.78017 1.70865  C8 1.127
21 H 3.29978 -3.10314 0.64013  C8 1.128



Repeat the second record exactly.
ORCA calculation (the ωB97M-V functional and the def2-TZVPD basis) on the molecule C9H8F3I at a distorted geometry.

Summary:
SMILES   FC(F)(F)c1ccccc1CCI
Largest force on an atom   3.99 eV/A
Energy relative to the best compared isomer or geometry (same formula, charge and spin)   1.063 eV
Lowest unoccupied orbital energy   0.0119 Ha
Spin multiplicity   1
HOMO-LUMO gap   9.76 eV

Last columns: bonded neighbours and bond lengths (Å).
Geometry (Å):
1 F 3.54938 0.10177 1.91789  C2 1.306
2 C 2.74686 0.78853 1.15032  F1 1.306, F3 1.342, F4 1.385, C5 1.576
3 F 2.37972 1.79864 1.95371  C2 1.342
4 F 3.43607 1.22138 0.02938  C2 1.385
5 C 1.42404 0.03130 0.74966  C2 1.576, C6 1.496, C10 1.432
6 C 1.48307 -1.46315 0.71466  C5 1.496, C7 1.414, H14 1.103
7 C 0.31176 -2.20105 0.42642  C6 1.414, C8 1.375, H15 1.083
8 C -0.73286 -1.56322 -0.19937  C7 1.375, C9 1.428, H16 1.108
9 C -0.84881 -0.14179 -0.27805  C8 1.428, C10 1.419, H17 1.098
10 C 0.25659 0.62613 0.17270  C5 1.432, C9 1.419, C11 1.546
11 C 0.21922 2.16028 -0.01270  C10 1.546, C12 1.537, H18 1.119, H19 1.074
12 C -0.57298 2.66911 1.20205  C11 1.537, I13 2.179, H20 1.073, H21 1.024
13 I -1.14856 4.76747 1.08246  C12 2.179
14 H 2.36561 -2.09090 0.92567  C6 1.103
15 H 0.21290 -3.26368 0.61353  C7 1.083
16 H -1.42818 -2.26975 -0.69450  C8 1.108
17 H -1.70167 0.36700 -0.74698  C9 1.098
18 H -0.34706 2.39883 -0.94752  C11 1.119
19 H 1.15362 2.66537 -0.16957  C11 1.074
20 H -1.45956 2.07353 1.10103  C12 1.073
21 H -0.18643 2.43693 2.12193  C12 1.024



- Which value of spin multiplicity does entry 3 give?
  1



- The lowest largest force on an atom belongs to which entry?
  C9H8F3I



- The highest largest force on an atom belongs to which entry?
  C9H8F3O